# 1
Molecular formula: C5H7N
Method: DFT, wB97M-V/def2-TZVPD

```
13
Properties=species:S:1:pos:R:3:nbo_charge:R:1
N 2.07779 -1.07564 -0.14361 -0.5638
H -3.00243 -0.66217 -0.79268 0.2363
C 1.07938 -0.04907 -0.43953 -0.1483
C -1.40348 0.12568 0.26142 0.0430
C 2.42016 0.33118 0.04905 -0.2454
H 0.90651 0.07358 -1.50481 0.2136
C -2.82262 0.14733 -0.07755 -0.6871
H 1.87354 -1.50960 0.75277 0.3529
H -3.50754 0.02466 0.76206 0.2360
H 3.11266 0.72949 -0.68846 0.1984
H -3.04642 1.08733 -0.59020 0.2362
C -0.19801 0.07371 0.23178 -0.0713
H 2.53743 0.71489 1.05733 0.1994
```

ΔE to the lowest compared entry with this formula, charge and spin = 302.7 kJ/mol
largest force on an atom = 0.011 hartree/bohr


# 2
Molecular formula: C10H16N2PPt
Method: DFT, wB97M-V/def2-TZVPD

```
30
Properties=species:S:1:pos:R:3:nbo_charge:R:1
P 0.45657 -2.83436 -0.08388 0.0449
H 1.63895 -2.81752 -0.87003 -0.0262
H 3.62664 0.25668 2.52460 0.2044
H -3.21821 -2.77386 0.38501 0.2306
N 1.39949 0.35243 1.22361 -0.3486
H 0.87610 1.71711 -2.69495 0.2166
C 0.18646 1.82603 -1.84626 -0.6590
C -2.96753 -1.20836 -1.24173 -0.3710
H 4.52816 0.92863 1.14283 0.2250
C 2.44793 1.16991 0.99678 0.1423
C -2.79017 0.22053 -1.14355 -0.4018
C 0.89117 1.40684 -0.61749 0.1705
H -3.09539 -1.78713 -2.16212 0.2226
Pt -0.89693 -1.08426 -0.12136 0.1071
H -2.77358 1.59228 0.63109 0.2162
H -2.99059 -0.66849 2.11061 0.2277
H -0.06275 2.89596 -1.81826 0.2128
C 3.67183 1.09435 1.80912 -0.7766
N 0.45954 0.43614 0.23712 -0.3418
H 0.87541 -3.18752 1.21471 -0.0614
C 2.15223 1.85119 -0.18763 -0.3614
H -0.17890 -4.04131 -0.49033 -0.0334
H -2.82363 0.91119 -1.99255 0.2143
H 3.88842 2.01426 2.37406 0.2146
H 1.32015 -0.28454 2.00725 0.3777
C -2.75252 0.58086 0.24132 -0.3335
C -2.89915 -0.60836 1.02963 -0.3979
H -0.74280 1.27111 -2.02999 0.2521
H 2.80404 2.51187 -0.73501 0.2143
C -3.03091 -1.74168 0.10741 -0.3813
```

E_tot = -960.6965 a.u.
largest force on an atom = 0.048 hartree/bohr
multiplicity = 3
total charge = -1
<S²> = 2.007


# 3
Molecular formula: C32H29N3O8
Method: DFT, wB97M-V/def2-TZVPD

```
72
Properties=species:S:1:pos:R:3:nbo_charge:R:1
C -0.13747 3.64286 -3.46613 -0.1491
C 0.70359 1.70933 1.61195 -0.0245
C 0.03798 1.83244 -1.99312 0.6993
H 0.51048 -1.25241 1.15518 0.1837
H 0.02867 4.33264 -0.37827 0.2021
H -3.46226 2.30161 1.92897 0.4344
H -2.89197 4.87496 -5.10510 0.2075
H 3.27920 2.62453 -1.69855 0.2976
C 1.28486 -4.45310 2.59867 0.3601
H -2.16102 -1.17955 3.89028 0.2566
H -1.39367 -1.95208 0.35382 0.4654
H -1.69568 -4.00628 4.00427 0.1996
O 2.28138 -6.13329 4.19203 -0.6579
C -0.36738 1.42339 2.09055 -0.3321
O -4.65992 0.11221 2.40390 -0.6509
C -1.07999 2.42306 -2.73077 -0.0953
C -2.22401 2.36309 -3.05566 -0.1889
C -2.68430 -0.55542 -0.60527 0.6294
C 1.20689 3.56787 -2.93594 0.7048
N -2.73421 1.52234 1.91071 -0.5810
O -3.52015 0.49074 -0.56031 -0.6304
H -2.96209 1.69667 -2.23085 0.2709
O 2.97002 0.20493 0.06768 -0.5414
C 2.45804 -1.22309 -2.31061 -0.0544
H 0.12557 -5.47765 3.63989 0.2019
H 4.43340 -6.56295 1.92528 0.2150
C -1.72041 -1.37746 2.91623 -0.2632
O 2.33434 -5.32504 2.04108 -0.4874
C 2.32201 2.13840 -1.37712 -0.2455
C 0.27075 -2.38123 1.88258 -0.1076
N 1.16582 2.38128 -2.14701 -0.4643
H -0.53871 0.61344 2.82492 0.2471
C -3.26636 0.25816 1.99697 0.6431
C -1.59234 3.08753 0.75914 -0.1732
C -2.31662 -0.93955 -1.85663 -0.6607
H 1.68273 1.09912 1.86831 0.2243
H 1.76783 -1.57510 -1.43381 0.1513
C -0.66157 -3.74953 3.28726 -0.0670
H 2.26482 -3.03067 0.94329 0.2510
C -1.47702 1.97524 1.69380 0.1796
N -2.06603 -1.15846 0.31392 -0.6039
H 2.33613 4.18995 -0.08419 0.2446
C -0.00747 3.45188 0.20801 -0.1273
H 4.42362 -1.34785 -2.83847 0.1845
C 2.64459 0.69809 -1.06821 0.8505
H -0.41274 5.29057 -4.64612 0.2146
C 3.75910 -7.19099 2.67342 -0.6144
H 3.15513 -7.73490 1.73905 0.2447
C 0.92312 2.81132 0.63876 -0.2610
C -2.41147 -0.88542 1.57563 0.1828
C -0.79039 -2.54843 2.59377 -0.2301
H 3.95328 -2.83180 -2.14016 0.2029
H -3.03178 -0.85325 -2.90484 0.2501
H -1.40707 -1.01636 -2.32412 0.2679
C -0.86490 4.47387 -4.14134 -0.1605
H 4.19985 -7.64123 3.32439 0.1982
C 2.04962 2.87184 -0.08014 -0.3128
H 4.43530 -1.26201 -0.88544 0.1954
C -2.35798 4.21485 -4.50684 -0.1661
C 1.42739 -3.14507 1.62801 -0.2602
H 3.23543 2.60050 0.75794 0.2101
H -2.50786 -2.20729 -1.84776 0.2044
C 3.93425 -1.76483 -2.08854 -0.5910
H -4.08232 3.20588 -3.62848 0.2168
C 2.85389 -6.04541 2.98948 0.7635
C -3.07926 3.34221 -3.67475 -0.1676
H 2.02176 -1.64152 -3.21651 0.1816
O 1.89534 4.32920 -3.34282 -0.4558
O 2.52486 0.00950 -2.46372 -0.5214
H -2.23213 3.64832 0.36405 0.1804
O -0.28437 0.74944 -1.19332 -0.6856
C 0.23731 -4.75469 3.23526 -0.2850
```

E_tot = -2001.9242 a.u.
largest force on an atom = 0.357 hartree/bohr


The highest largest force on an atom belongs to which entry? C32H29N3O8


What is the largest force on an atom in the third record? 0.357 hartree/bohr


The lowest largest force on an atom belongs to which entry? C5H7N


The lowest largest force on an atom belongs to which entry? C5H7N